Entry 1:
This record from the Open Molecules 2025 dataset describes a structure of composition C27H42N8P2RbS. The level of theory is ωB97M-V with the def2-TZVPD basis set.

Calculated values
E_LUMO ... -2.1 eV
Gap between HOMO and LUMO ... 8.479 eV
Net charge ... +1
ΔE to the lowest compared entry with this formula, charge and spin ... 0.0 kcal/mol

Structure (XYZ):
```
81
Properties=species:S:1:pos:R:3:forces:R:3:lowdin_charge:R:1
Rb -0.4668 -0.4557 -0.3374 -0.0325 0.0626 -0.0441 0.591
N 1.2256 0.4040 2.2150 -0.0466 0.0265 -0.0615 -0.022
C 1.2793 -0.3708 3.4592 0.0352 -0.0411 0.0134 -0.255
C -0.1156 -0.5618 4.0361 -0.0013 0.0331 0.0215 -0.219
N -0.9994 -1.1254 3.0243 0.0156 -0.0531 -0.0363 -0.109
C -2.3633 -1.3708 3.4728 0.0289 0.0117 0.0782 -0.224
C -3.2073 -1.8575 2.3110 -0.0434 -0.0358 -0.0484 -0.257
N -3.2425 -0.8482 1.2383 -0.0050 0.0023 0.0048 -0.030
H 2.1114 0.3520 1.7248 0.0002 0.0126 0.0101 0.047
H 1.0525 1.3869 2.4004 0.0003 -0.0079 0.0174 0.071
H 1.9242 0.0771 4.2227 -0.0090 -0.0009 -0.0036 0.115
H 1.6960 -1.3497 3.2130 -0.0108 -0.0026 0.0005 0.100
H -0.5020 0.3946 4.4224 0.0193 0.0055 -0.0070 0.122
H -0.0625 -1.2441 4.8881 0.0034 0.0009 -0.0052 0.124
H -1.0437 -0.4565 2.2658 -0.0147 -0.0065 0.0204 0.022
H -2.8152 -0.4712 3.9213 -0.0122 0.0010 -0.0280 0.122
H -2.3489 -2.1340 4.2547 -0.0069 -0.0072 -0.0143 0.125
H -4.2046 -2.1243 2.6747 0.0130 0.0111 0.0135 0.115
H -2.7542 -2.7596 1.8940 0.0009 0.0073 0.0080 0.104
H -3.7793 -0.0431 1.5467 0.0023 -0.0118 0.0090 0.075
H -3.7498 -1.2267 0.4456 0.0160 0.0046 -0.0063 0.073
C 4.6628 -0.6819 -1.5744 0.0255 -0.0440 -0.0242 -0.282
P 3.0004 -1.1813 -0.9825 -0.0223 0.0326 0.0484 0.798
C 3.4732 -2.2504 0.4311 0.0617 -0.0249 0.0183 -0.286
C 2.5789 -2.4861 -2.2126 0.0324 -0.0338 0.0360 -0.434
C 2.2094 -1.9655 -3.6022 -0.0036 0.0037 -0.0536 -0.420
P 0.8599 -0.6985 -3.6206 -0.0688 -0.0067 0.0698 0.789
C 0.3563 -0.8367 -5.3775 0.0201 -0.0042 -0.0322 -0.292
C 1.8096 0.8736 -3.7145 0.0414 0.0166 -0.0606 -0.308
H 5.3007 -1.5570 -1.7175 0.0182 0.0194 -0.0086 0.050
H 5.1351 -0.0180 -0.8501 -0.0119 0.0056 0.0101 0.040
H 4.5891 -0.1437 -2.5198 -0.0187 0.0064 0.0003 0.029
H 4.1658 -3.0365 0.1214 0.0019 0.0004 0.0155 0.050
H 2.5896 -2.7133 0.8734 -0.0253 0.0132 -0.0182 0.007
H 3.9581 -1.6477 1.2016 0.0039 -0.0002 0.0001 0.039
H 1.7318 -3.0436 -1.8022 0.0024 0.0272 0.0135 0.049
H 3.4159 -3.1896 -2.2783 -0.0128 -0.0023 -0.0206 0.091
H 1.8434 -2.8033 -4.2023 0.0027 -0.0018 0.0075 0.077
H 3.0838 -1.5663 -4.1259 0.0041 -0.0052 0.0184 0.081
H 1.2215 -0.7873 -6.0421 -0.0134 -0.0006 -0.0130 0.049
H -0.3286 -0.0282 -5.6339 -0.0026 0.0041 0.0093 0.040
H -0.1592 -1.7831 -5.5423 -0.0035 -0.0073 0.0155 0.027
H 2.5715 0.8341 -4.4966 0.0050 0.0194 0.0102 0.047
H 2.2902 1.0948 -2.7609 -0.0037 -0.0259 0.0088 0.001
H 1.1225 1.6906 -3.9414 -0.0021 -0.0027 -0.0051 0.038
N 0.3205 -3.6301 1.9638 -0.0179 -0.0464 -0.0104 0.108
C 0.0941 -4.0730 0.7050 -0.0316 0.1425 0.0675 -0.716
N -0.5928 -3.4110 -0.1783 0.0439 -0.0896 0.0083 0.018
C -0.5972 -4.0947 -1.3923 -0.0404 0.1061 0.0575 -0.354
C -1.2281 -3.6574 -2.5548 0.0208 -0.0725 -0.0024 -0.043
C -1.1224 -4.4236 -3.7023 -0.0119 0.0146 -0.0120 -0.084
C -0.3980 -5.6163 -3.7081 -0.0160 0.0059 -0.0214 -0.082
C 0.2283 -6.0666 -2.5587 0.0265 -0.0073 0.0357 -0.080
C 0.1194 -5.2963 -1.4096 0.0084 -0.0081 -0.0647 -0.482
S 0.8149 -5.5744 0.1644 0.0082 -0.0593 -0.0303 1.097
H -0.2014 -2.8145 2.3024 0.0046 0.0215 -0.0072 0.062
H 0.6783 -4.2739 2.6475 -0.0001 -0.0112 -0.0116 0.101
H -1.7963 -2.7363 -2.5541 0.0025 0.0102 0.0138 0.102
H -1.6187 -4.0970 -4.6070 0.0048 -0.0081 -0.0105 0.105
H -0.3307 -6.2007 -4.6154 -0.0028 -0.0016 -0.0061 0.108
H 0.7863 -6.9932 -2.5596 0.0016 -0.0031 0.0020 0.113
N -4.0899 10.0576 3.4251 -0.0056 0.0121 0.0034 0.175
C -3.5740 9.1268 2.9943 -0.0234 0.0459 0.0210 -0.174
C -2.9310 7.9592 2.4588 0.0031 -0.0135 -0.0025 -0.221
C -2.1114 8.0689 1.3388 0.0323 -0.0556 -0.0277 -0.004
C -1.5000 6.9413 0.8192 -0.0559 0.0603 0.0524 0.007
C -1.6997 5.7131 1.4337 0.0282 -0.0490 -0.0030 -0.187
C -2.5060 5.5971 2.5577 -0.0161 0.0892 0.0025 0.001
C -3.1310 6.7223 3.0654 0.0205 -0.0407 -0.0172 -0.007
N -1.0705 4.5548 0.9018 0.0632 -0.0306 0.0344 -0.025
C 0.2122 4.4633 0.4095 -0.0104 0.0222 -0.0635 -0.041
C 0.3534 3.1793 -0.0166 0.0290 -0.0485 0.0525 -0.153
N -0.8073 2.4706 0.2058 0.0168 0.0523 0.0092 -0.015
C -1.6310 3.3258 0.7575 -0.0757 -0.0235 -0.0714 -0.156
H -1.9650 9.0316 0.8697 -0.0111 0.0089 0.0112 0.129
H -0.8879 7.0168 -0.0689 0.0114 -0.0317 -0.0049 0.122
H -2.6303 4.6408 3.0470 0.0168 -0.0204 -0.0143 0.118
H -3.7613 6.6480 3.9403 -0.0038 0.0132 0.0016 0.127
H 0.8921 5.2963 0.4258 -0.0116 0.0174 -0.0010 0.126
H 1.2212 2.7235 -0.4658 0.0088 -0.0034 0.0071 0.099
H -2.6547 3.1319 1.0343 -0.0001 0.0004 0.0147 0.134
```
Positions in Å, forces in eV/Å.


Entry 2:
This record from the Open Molecules 2025 dataset describes an isolated molecule of C4H4Cl2O3S in a non-equilibrium geometry. The level of theory is ωB97M-V with the def2-TZVPD basis set.

Calculated values
E_LUMO ... -0.5 eV
Gap between HOMO and LUMO ... 10.888 eV
ΔE to the lowest compared entry with this formula, charge and spin ... 13.1 kcal/mol

Structure (XYZ):
```
14
Properties=species:S:1:pos:R:3:forces:R:3:nbo_charge:R:1
C -0.2875 0.2969 1.0093 -1.9360 -0.3861 1.6305 -0.391
C 0.2021 0.9102 0.0102 3.7704 -1.6574 -4.9033 -0.089
C 2.0542 0.5296 -1.9861 1.3608 2.8054 -0.9862 0.528
C 0.8863 -0.0795 -1.3471 -2.6735 -0.0716 3.6981 -0.664
O 2.1161 1.6076 -2.5481 -0.2787 -2.5751 1.4848 -0.472
O -1.3200 0.6770 -2.6890 -0.3618 0.4475 -0.0677 -0.866
O -0.8982 -1.7071 -2.1515 -1.0138 -1.4261 0.3773 -0.896
S -0.4545 -0.4194 -2.4874 1.5611 0.8544 -0.4109 2.161
Cl 3.4982 -0.4919 -1.7733 -0.0910 0.2745 -0.1445 -0.041
Cl 0.7045 -0.6284 -4.1608 -0.3887 -0.2187 -0.4779 -0.224
H -0.5413 0.9431 1.8336 -0.1724 -0.3083 0.5342 0.228
H -0.6617 -0.6994 0.9317 0.0588 -0.6443 0.3822 0.220
H 0.6427 1.8620 -0.0014 0.0563 1.3341 -0.1970 0.212
H 1.0554 -1.0981 -0.8583 0.1086 1.5717 -0.9196 0.296
```
Positions in Å, forces in eV/Å.


Entry 3:
This record from the Open Molecules 2025 dataset describes a structure of composition C12H16ClIrTi in a non-equilibrium geometry. The level of theory is ωB97M-V with the def2-TZVPD basis set.

Calculated values
Spin multiplicity ... 6
E_LUMO (spin up / spin down) ... 2.1 / -0.7 eV
Expectation value of S² ... 8.7988
Gap between HOMO and LUMO (spin up / spin down) ... 3.918 / 2.892 eV
Net charge ... -1
ΔE to the lowest compared entry with this formula, charge and spin ... 54.6 kcal/mol

Structure (XYZ):
```
31
Properties=species:S:1:pos:R:3:forces:R:3:lowdin_spin:R:1
Ti 0.6438 -0.1004 -3.9964 -1.6284 -1.1897 3.0726 2.034
Cl 1.0216 1.8715 -3.1956 0.5269 2.1041 0.8054 0.056
C -0.6588 0.1911 -5.5008 -2.4149 -0.0033 -2.4187 0.260
C 2.3723 -0.4774 -4.9281 4.4848 -1.6154 -2.0656 0.541
H -0.4111 -0.5184 -6.3070 0.0111 0.0936 0.0814 0.006
H -1.6297 -0.1379 -5.0833 0.1424 0.1335 0.0167 0.022
H -0.7962 1.1875 -5.9383 0.2891 -0.1530 0.2137 0.012
H 2.1688 -1.0955 -5.8161 -0.3598 0.2324 0.1562 0.025
H 2.9101 -1.1276 -4.2075 -0.4284 0.3270 0.1592 0.039
H 3.0429 0.3461 -5.2045 -0.6000 0.1997 0.1666 0.027
Ir -0.0816 0.1492 0.1539 0.2958 -1.9581 -2.0685 0.774
C -1.5222 1.2600 -0.6135 -1.0140 1.6518 -0.1584 0.169
C -0.4455 -1.6934 0.1342 0.1846 -1.1838 0.2378 0.440
H -1.8959 0.7524 -1.5241 0.0754 0.2632 0.1991 0.030
H -2.3150 1.3143 0.1621 0.1841 0.1153 -0.6042 0.014
H -1.1376 2.2691 -0.8528 -0.5091 -0.2319 -0.1752 0.035
H 0.2510 -2.4891 0.4739 -0.3969 0.1773 -0.3550 0.066
H -1.4805 -2.0667 -0.0550 0.6141 0.2509 0.2750 0.049
C 0.4261 0.7717 1.7680 1.2055 1.4624 5.6083 0.068
C 0.7265 1.0629 2.9788 -0.5622 -0.6583 -2.9373 0.177
C 0.8712 1.2360 4.3761 0.0965 -0.0309 0.3768 0.030
C -0.1637 1.8896 5.1116 0.3648 -0.2738 0.3399 0.040
C -0.1245 1.9585 6.5045 0.6226 -0.2925 -0.2928 -0.002
C 0.9714 1.4058 7.1963 -0.0566 -0.1050 -0.0594 0.044
C 2.0280 0.7878 6.4972 -0.5230 0.3587 -0.2384 -0.002
C 1.9922 0.7157 5.1013 -0.5000 0.3366 0.2134 0.039
H -1.0041 2.3189 4.5695 0.1972 -0.1699 0.0296 0.003
H -0.9503 2.4331 7.0457 0.3688 -0.1658 -0.1460 -0.001
H 0.9915 1.4364 8.2863 0.0232 0.0223 -0.2402 0.003
H 2.8742 0.3602 7.0511 -0.3737 0.2093 -0.2612 -0.001
H 2.8136 0.2491 4.5560 -0.3200 0.0932 0.0692 0.002
```
Positions in Å, forces in eV/Å.


Entry 4:
This record from the Open Molecules 2025 dataset describes an isolated molecule of C28H26N6O2S in a non-equilibrium geometry. The level of theory is ωB97M-V with the def2-TZVPD basis set.

Calculated values
E_LUMO ... -0.5 eV
Gap between HOMO and LUMO ... 7.100 eV

Structure (XYZ):
```
63
Properties=species:S:1:pos:R:3:forces:R:3:nbo_charge:R:1
C -4.7660 -0.9088 -2.8094 0.1241 -0.2024 -0.0249 -0.612
H -4.1216 -0.0374 -2.9055 0.0014 0.1214 -0.0425 0.206
C -4.0096 -2.0794 -2.1952 -0.0927 0.1272 0.0638 -0.378
H -3.1538 -2.3366 -2.8236 -0.0151 -0.0876 0.0101 0.206
H -4.6646 -2.9514 -2.1512 0.0644 -0.0545 -0.0153 0.209
C -3.5124 -1.7756 -0.7733 0.0117 -0.1875 -0.1476 -0.442
C -2.5157 -0.6612 -0.7746 0.6429 -0.4034 -0.0911 0.120
C -1.1884 -0.8852 -1.0948 -0.9472 0.8380 0.1539 -0.226
C -0.6547 -2.1768 -1.2430 0.2157 -0.5824 -0.0595 0.303
N -0.2059 -3.2334 -1.2829 0.0640 -0.3066 -0.0973 -0.342
C -0.2868 0.2043 -1.1786 0.2669 0.3813 -0.0776 0.442
N 0.9710 0.1908 -1.5132 -0.1161 -0.6171 -0.1746 -0.518
C 1.4017 1.4819 -1.4066 -0.6452 0.5671 0.2215 0.195
C 2.6684 2.0056 -1.6401 -0.0506 0.0729 0.0023 -0.233
C 2.8453 3.3563 -1.4476 0.1580 -0.1019 -0.0470 -0.187
C 1.7927 4.1839 -1.0493 -0.1152 0.1054 0.0527 -0.219
C 0.5282 3.6887 -0.8163 -0.1346 0.1790 0.0025 -0.206
C 0.3427 2.3239 -0.9824 0.9697 0.2148 -0.2646 0.068
N -0.7483 1.4959 -0.8359 0.1129 -0.7841 -0.1626 -0.379
C -2.0088 1.6758 -0.3759 -0.9693 0.1669 0.1901 0.112
C -2.9084 0.6440 -0.4267 0.2295 0.5231 -0.1298 -0.309
H -3.9232 0.8167 -0.1085 -0.0470 0.0545 0.0747 0.243
S -2.4249 3.1923 0.4490 -0.0442 -0.0746 -0.0557 0.256
C -2.9982 2.5032 2.0571 -0.1403 0.0094 -0.2985 -0.602
C -2.3643 1.1416 2.3150 -0.0755 0.2780 0.2755 0.678
O -3.0534 0.1519 2.4718 -0.0890 -0.0663 0.0059 -0.625
N -1.0199 1.1703 2.3026 0.4018 0.2429 0.1933 -0.613
C -0.0863 0.1495 2.0883 0.1652 -0.4772 -0.0920 -0.040
C -0.1186 -1.2171 1.9976 0.0140 0.4560 0.0014 0.222
N 1.0945 -1.6402 1.5465 -0.3144 0.1675 -0.3580 -0.186
N 1.9386 -0.5542 1.4177 -0.1321 0.1525 0.3968 -0.269
C 1.2347 0.5986 1.7143 -0.2992 -0.2299 0.3377 0.587
O 1.6463 1.7502 1.6574 0.0918 0.3004 -0.0087 -0.670
C 3.1367 -0.5873 0.6845 0.3731 -0.0977 -0.2670 0.200
C 3.2769 -1.4035 -0.4336 -0.0214 0.0452 0.1111 -0.235
C 4.4648 -1.3848 -1.1406 0.0414 -0.0649 -0.0021 -0.203
C 5.5012 -0.5510 -0.7535 0.0688 0.0440 -0.0655 -0.225
C 5.3457 0.2769 0.3458 0.0273 -0.0047 -0.0285 -0.208
C 4.1696 0.2588 1.0724 -0.1133 -0.0403 0.0654 -0.224
H 4.0326 0.9094 1.9203 -0.0254 0.0419 0.0884 0.241
H 6.1445 0.9398 0.6426 0.0630 0.0560 0.0367 0.216
H 6.4235 -0.5376 -1.3152 0.0759 -0.0048 -0.0455 0.214
H 4.5723 -2.0158 -2.0100 0.0041 -0.0599 -0.0747 0.217
H 2.4551 -2.0146 -0.7698 -0.0999 -0.0483 -0.0171 0.238
C 1.5828 -2.9896 1.6079 0.1250 -0.4451 0.1071 -0.429
H 1.2960 -3.4558 2.5529 0.0733 0.0173 -0.0067 0.206
H 1.1738 -3.5763 0.7806 0.0902 0.0198 0.0546 0.235
H 2.6680 -2.9801 1.5341 -0.0771 -0.0253 0.0343 0.237
C -1.1717 -2.2110 2.3208 -0.0583 -0.0507 0.0354 -0.682
H -2.1148 -1.7009 2.4920 0.0746 -0.0668 -0.0063 0.283
H -0.9039 -2.7637 3.2221 0.0236 -0.0815 0.0382 0.227
H -1.2803 -2.9242 1.5059 -0.0067 -0.1143 -0.0649 0.230
H -0.5494 2.0689 2.1981 -0.1929 -0.0435 -0.0444 0.433
H -2.7020 3.2403 2.8029 -0.0096 0.0033 0.0370 0.250
H -4.0831 2.4044 2.0475 0.1628 -0.0990 0.0984 0.245
H -0.2778 4.3384 -0.5152 0.0722 0.0689 0.0044 0.223
H 1.9747 5.2398 -0.9176 0.0011 0.0905 0.0064 0.213
H 3.8198 3.7928 -1.6090 0.0881 0.0332 -0.0203 0.211
H 3.4721 1.3579 -1.9496 0.1282 -0.0945 -0.0316 0.229
H -4.3583 -1.5082 -0.1386 0.0128 -0.0208 0.0703 0.221
H -3.0485 -2.6781 -0.3701 -0.0304 0.0237 0.0931 0.232
H -5.1304 -1.1735 -3.7990 -0.0574 0.0540 -0.0892 0.217
H -5.6201 -0.6395 -2.1915 -0.1193 0.0814 0.0477 0.200
```
Positions in Å, forces in eV/Å.


Number 1: E_tot -70667.56929 eV. Number 2: E_tot -46232.81787 eV. Number 3: E_tot -51170.45393 eV. Number 4: E_tot -53329.60126 eV.